# 1
{"formula": "ClH2NOS", "method": "the ωB97M-V functional and the def2-TZVPD basis", "symbols": ["N", "O", "S", "Cl", "H", "H"], "positions_angstrom": [[-0.1146, 0.4305, -0.0616], [1.4295, 1.2965, 2.3882], [0.3860, 2.0609, 1.6565], [-1.3818, 1.4894, 2.2721], [0.6711, -0.1910, 0.2619], [0.1553, 0.7635, -0.9330]], "de_lowest_kj_mol": 195.0, "e_tot_ev": -26924.938, "homo_lumo_gap_ev": [9.12, 8.32]}


# 2
{"formula": "C6H18AsCl3HgSi3", "method": "the ωB97M-V functional and the def2-TZVPD basis", "symbols": ["Hg", "Cl", "Si", "Cl", "Cl", "C", "Si", "C", "C", "As", "Si", "C", "C", "C", "H", "H", "H", "H", "H", "H", "H", "H", "H", "H", "H", "H", "H", "H", "H", "H", "H", "H"], "positions_angstrom": [[-0.8354, -0.7161, 2.4612], [1.3121, -1.8839, 5.5775], [-0.4982, -2.3488, 4.6525], [-2.0165, -1.6872, 5.9361], [-0.7220, -4.4048, 4.6329], [-1.4071, 3.4350, -1.8343], [-0.3804, 2.3916, -0.5946], [1.3110, 1.9978, -1.3435], [-0.1515, 3.4612, 0.9662], [-1.4995, 0.3024, -0.0613], [-0.0336, -1.5134, -0.8469], [1.8049, -1.2515, -0.4541], [-0.4550, -3.1711, -0.0523], [-0.1801, -1.9658, -2.6887], [-2.3557, 2.9185, -1.8653], [-1.0118, 3.3955, -2.8608], [-1.3814, 4.5249, -1.6110], [1.7634, 2.9568, -1.6003], [1.1675, 1.4073, -2.2213], [1.9196, 1.3780, -0.5470], [0.2404, 4.4581, 0.7639], [0.5417, 3.0479, 1.6911], [-1.1260, 3.5543, 1.4685], [2.1994, -2.1706, 0.1110], [1.8348, -0.4421, 0.2998], [2.3031, -0.9973, -1.3246], [0.2177, -3.9140, -0.4353], [-1.5130, -3.5555, -0.2281], [-0.4494, -3.1497, 1.0397], [-0.2245, -1.0469, -3.3549], [-1.1162, -2.4791, -2.8282], [0.7417, -2.5314, -2.8478]], "multiplicity": 2, "total_charge": -1, "s_squared": 0.76, "e_tot_ev": -132734.384, "homo_lumo_gap_ev": [4.89, 6.86]}


# 3
{"formula": "C4H13N3O", "method": "the ωB97M-V functional and the def2-TZVPD basis", "symbols": ["C", "N", "N", "C", "O", "H", "H", "H", "H", "H", "H", "C", "C", "N", "H", "H", "H", "H", "H", "H", "H"], "positions_angstrom": [[-1.4837, 1.0966, -0.0868], [-1.4865, 2.3197, -0.8926], [-1.8533, -0.0827, -0.8586], [-0.0846, 0.8098, 0.5396], [0.8416, 0.5987, -0.4114], [-2.2205, 1.2287, 0.7123], [-2.7186, 0.0924, -1.3559], [-1.4256, 3.1392, -0.2952], [-0.6488, 2.3141, -1.4709], [-1.1233, -0.2435, -1.5479], [0.1487, 1.6351, 1.2468], [1.8580, -1.0058, 0.6475], [1.7803, -1.8992, -0.5382], [-0.1243, -0.4365, 1.3460], [-0.3802, -0.3181, 2.3250], [-0.7680, -1.0937, 0.9034], [2.5675, -0.1951, 0.6247], [1.8275, -1.5183, 1.5991], [2.5406, -2.6861, -0.4279], [0.8133, -2.4021, -0.5962], [1.9402, -1.3534, -1.4627]], "de_lowest_kj_mol": 391.5, "e_tot_ev": -10873.620, "homo_lumo_gap_ev": 8.61}


# 4
{"formula": "C45H79N10O", "method": "the ωB97M-V functional and the def2-TZVPD basis", "symbols": ["C", "C", "N", "O", "C", "C", "C", "C", "C", "C", "C", "H", "H", "H", "H", "H", "H", "H", "H", "H", "H", "H", "H", "H", "H", "H", "H", "C", "C", "C", "C", "N", "H", "H", "H", "H", "H", "H", "H", "C", "C", "C", "C", "N", "H", "H", "H", "H", "H", "H", "H", "C", "C", "C", "C", "N", "H", "H", "H", "H", "H", "H", "H", "C", "C", "C", "C", "N", "H", "H", "H", "H", "H", "H", "H", "C", "C", "C", "C", "N", "H", "H", "H", "H", "H", "H", "H", "C", "C", "C", "C", "N", "H", "H", "H", "H", "H", "H", "H", "C", "C", "C", "C", "N", "H", "H", "H", "H", "H", "H", "H", "C", "C", "C", "C", "N", "H", "H", "H", "H", "H", "H", "H", "C", "C", "C", "C", "N", "H", "H", "H", "H", "H", "H", "H"], "positions_angstrom": [[5.1490, 1.9119, 5.3170], [4.1528, 2.6270, 5.8989], [2.8756, 3.1486, 6.4499], [2.4951, 4.3169, 5.8452], [1.8439, 4.0834, 4.5467], [0.2022, 3.9482, 4.6503], [-0.5028, 5.3747, 4.9708], [-0.2628, 2.8574, 5.7579], [-1.8005, 2.3549, 5.6334], [-2.2262, 1.8275, 7.1459], [-1.8595, 0.9965, 4.6900], [6.0572, 1.4126, 4.7905], [2.2858, 3.2134, 3.9247], [2.0150, 5.0573, 3.9122], [-0.2056, 3.6089, 3.5976], [-1.5881, 5.1402, 5.3628], [-0.6335, 6.0764, 4.0599], [0.0337, 5.8930, 5.8787], [-0.0419, 3.3372, 6.8098], [0.4604, 1.9368, 5.6593], [-2.5521, 3.1658, 5.2667], [-1.3571, 2.0223, 7.9163], [-2.3722, 0.6605, 7.1585], [-3.1674, 2.3661, 7.5594], [-0.8674, 0.3995, 4.7179], [-2.0475, 1.2895, 3.5799], [-2.7412, 0.3153, 5.0608], [6.1743, 8.0094, 5.8995], [6.0122, 7.6239, 4.4327], [4.5492, 7.5789, 3.9879], [3.7973, 6.5501, 4.8049], [3.1834, 5.7019, 5.4653], [5.7064, 7.2768, 6.5634], [7.2347, 8.0567, 6.1649], [5.7288, 8.9900, 6.0990], [6.4804, 6.6466, 4.2692], [6.5527, 8.3476, 3.8131], [4.4873, 7.3120, 2.9272], [4.0768, 8.5576, 4.1198], [-0.2635, -3.8227, 3.8341], [0.4512, -3.4006, 2.5546], [0.3425, -1.8992, 2.2796], [-1.1103, -1.5118, 2.1253], [-2.2877, -1.2014, 1.9977], [-1.3389, -3.6297, 3.7783], [-0.1351, -4.8957, 4.0045], [0.1382, -3.2891, 4.7021], [0.0326, -3.9637, 1.7127], [1.5084, -3.6746, 2.6313], [0.8812, -1.6459, 1.3614], [0.7830, -1.3248, 3.1007], [1.9212, 3.1151, 0.2642], [3.3230, 2.5737, 0.5264], [3.7813, 1.5688, -0.5336], [2.8447, 0.3830, -0.5536], [2.0928, -0.5712, -0.5689], [1.1693, 2.3209, 0.2942], [1.6485, 3.8485, 1.0283], [1.8664, 3.6053, -0.7142], [3.3422, 2.1042, 1.5163], [4.0278, 3.4108, 0.5535], [4.7942, 1.2215, -0.3089], [3.7939, 2.0334, -1.5246], [-1.1259, -4.5746, -3.2377], [-1.1065, -3.9131, -1.8633], [0.3084, -3.5950, -1.3763], [1.1107, -4.8709, -1.2654], [1.7559, -5.8968, -1.1765], [-0.6140, -5.5414, -3.2284], [-2.1561, -4.7565, -3.5568], [-0.6443, -3.9363, -3.9868], [-1.6071, -4.5720, -1.1454], [-1.6866, -2.9855, -1.9074], [0.2679, -3.1107, -0.3963], [0.8102, -2.9140, -2.0709], [-1.7428, -8.2944, 2.5670], [-2.9841, -7.5901, 3.1053], [-3.7974, -6.8975, 2.0097], [-2.9504, -5.8466, 1.3307], [-2.2698, -5.0018, 0.7852], [-1.0439, -7.5880, 2.1098], [-1.2099, -8.7979, 3.3787], [-2.0123, -9.0466, 1.8180], [-2.6767, -6.8568, 3.8594], [-3.6186, -8.3251, 3.6110], [-4.6815, -6.4203, 2.4429], [-4.1351, -7.6240, 1.2640], [-3.4745, 0.0966, -5.8801], [-2.0740, -0.4466, -5.6175], [-1.6151, -1.4490, -6.6789], [-2.5524, -2.6343, -6.7023], [-3.3042, -3.5882, -6.7178], [-4.2274, -0.6966, -5.8532], [-3.7474, 0.8283, -5.1145], [-3.5271, 0.5891, -6.8566], [-2.0562, -0.9189, -4.6286], [-1.3686, 0.3903, -5.5874], [-0.6027, -1.7974, -6.4536], [-1.6009, -0.9820, -7.6686], [5.3225, -3.3713, -4.2604], [4.6883, -3.7941, -2.9391], [4.3544, -2.6073, -2.0327], [5.6174, -1.8490, -1.6959], [6.6328, -1.2393, -1.4254], [6.2798, -2.8652, -4.1051], [5.5169, -4.2474, -4.8857], [4.6615, -2.6966, -4.8147], [5.3707, -4.4770, -2.4207], [3.7707, -4.3534, -3.1481], [3.8907, -2.9608, -1.1070], [3.6507, -1.9312, -2.5279], [-0.6959, 3.8704, -3.2639], [0.5291, 3.6517, -4.1460], [0.3912, 4.2968, -5.5270], [-0.7915, 3.7006, -6.2551], [-1.7420, 3.2215, -6.8403], [-1.5906, 3.4114, -3.6944], [-0.5410, 3.4182, -2.2802], [-0.8909, 4.9386, -3.1212], [0.7000, 2.5746, -4.2546], [1.4080, 4.0681, -3.6432], [1.2978, 4.1240, -6.1146], [0.2481, 5.3778, -5.4340], [-6.5699, -2.7739, -6.3031], [-7.8110, -2.0705, -5.7634], [-8.6254, -1.3773, -6.8579], [-7.7794, -0.3251, -7.5371], [-7.0996, 0.5205, -8.0828], [-5.8717, -2.0671, -6.7601], [-6.0364, -3.2779, -5.4925], [-6.8397, -3.5255, -7.0526], [-7.5033, -1.3377, -5.0089], [-8.4450, -2.8062, -5.2579], [-9.5093, -0.9008, -6.4236], [-8.9632, -2.1033, -7.6039]], "total_charge": -1, "e_tot_ev": -64878.588, "homo_lumo_gap_ev": 3.33}


# 5
{"formula": "C15H21ClN2O3", "method": "the ωB97M-V functional and the def2-TZVPD basis", "symbols": ["C", "C", "C", "C", "C", "N", "C", "O", "N", "C", "C", "C", "C", "C", "C", "C", "Cl", "C", "O", "O", "C", "H", "H", "H", "H", "H", "H", "H", "H", "H", "H", "H", "H", "H", "H", "H", "H", "H", "H", "H", "H", "H"], "positions_angstrom": [[-3.5044, 1.1925, -2.0943], [-3.1191, 2.0186, -0.8723], [-1.9701, 1.4406, -0.0355], [-2.3389, 0.1030, 0.6009], [-0.6653, 1.2765, -0.8462], [0.4138, 0.8742, 0.0299], [1.2068, -0.1962, -0.2990], [0.9086, -1.0009, -1.1575], [2.3617, -0.2731, 0.4321], [3.1265, -1.5045, 0.4331], [2.6104, -2.4721, 1.4680], [1.8024, -3.5395, 1.0983], [1.2903, -4.4087, 2.0453], [1.5796, -4.2209, 3.3860], [2.3716, -3.1568, 3.7803], [2.8720, -2.2913, 2.8227], [3.8451, -0.9507, 3.3453], [-0.2776, 2.5949, -1.5019], [0.3181, 3.4713, -0.9273], [-0.6589, 2.6639, -2.7741], [-0.3483, 3.8683, -3.4644], [-3.7870, 0.1833, -1.8092], [-4.3546, 1.6533, -2.5926], [-2.6830, 1.1414, -2.8027], [-3.9901, 2.1128, -0.2188], [-2.8495, 3.0268, -1.1959], [-1.7572, 2.1584, 0.7665], [-2.4641, -0.6632, -0.1585], [-3.2639, 0.1965, 1.1648], [-1.5512, -0.2217, 1.2756], [-0.7775, 0.4961, -1.6033], [0.8149, 1.6299, 0.5675], [2.4449, 0.2959, 1.2608], [4.1749, -1.2597, 0.6219], [3.0221, -1.9377, -0.5632], [1.5694, -3.6726, 0.0530], [0.6646, -5.2322, 1.7369], [1.1868, -4.8971, 4.1299], [2.5982, -2.9941, 4.8227], [0.7326, 4.0180, -3.4944], [-0.8076, 4.7218, -2.9618], [-0.7472, 3.7547, -4.4687]], "de_lowest_kj_mol": 43.7, "smiles": "CC[C@@H](C)[C@H](NC(=O)NCc1ccccc1Cl)C(=O)OC", "e_tot_ev": -37542.629, "homo_lumo_gap_ev": 9.89}


# 6
{"formula": "C6H8N3O3", "method": "the ωB97M-V functional and the def2-TZVPD basis", "symbols": ["C", "C", "C", "C", "C", "C", "N", "N", "N", "O", "O", "O", "H", "H", "H", "H", "H", "H", "H", "H"], "positions_angstrom": [[3.1219, -1.1334, -0.9366], [1.7851, -0.8619, -1.2540], [3.6062, -0.6857, 0.3793], [1.3859, 0.2374, 0.7557], [-2.0274, 0.0997, -1.0115], [-1.9235, -0.0281, 0.5149], [2.6739, -0.1844, 1.1780], [0.9708, -0.0930, -0.4435], [-1.6453, -1.3880, 0.8241], [-1.9707, -1.8346, 1.9866], [4.8008, -0.8541, 0.7504], [0.6718, 0.9717, 1.5022], [3.7960, -1.5977, -1.5868], [1.2622, -1.0962, -2.1728], [-1.0086, -0.0534, -1.5153], [-2.8820, -0.5054, -1.5072], [-2.1737, 1.2463, -1.1762], [-1.0647, 0.6084, 0.9144], [-2.7546, 0.4718, 1.0648], [2.8518, 0.2724, 2.1318]], "total_charge": -1, "de_lowest_kj_mol": 296.0, "e_tot_ev": -16963.760, "homo_lumo_gap_ev": 7.56}